The following is a quantum chemistry calculation of a structure of composition C19H14BBiF2N14O2S, from the Open Molecules 2025 dataset.

The max |F| comes out at 0.007 hartree/bohr. Its LUMO energy is 4.185 eV. The energy relative to the best compared isomer or geometry (same formula, charge and spin) is 33.9 kcal/mol. Its HOMO-LUMO gap is 5.03 eV. The calculation puts the total energy at -2487.05367 hartree.

Structure (ORCA input):
```
! wB97M-V def2-TZVPD RIJCOSX def2/J DEFGRID3
* xyz -2 1
Bi 0.91309 -0.28471 0.52524
N 1.41367 -2.37044 -2.70642
C 1.72375 -2.97490 -1.48687
N 2.17507 -4.20941 -1.39025
N 2.33393 -4.39618 -0.06020
N 2.00206 -3.33358 0.58485
N 1.58131 -2.40249 -0.29863
C 1.81218 -1.08898 -3.00389
N 1.85905 -0.63294 -4.26833
N 2.22601 0.62845 -4.16457
N 2.39140 0.87614 -2.90368
N 2.14916 -0.16417 -2.11721
H 1.46687 -3.00514 -3.48579
N -6.55887 0.02043 -0.31014
C -5.40835 -0.63484 0.17797
C -4.26226 -0.72337 -0.61098
C -3.14280 -1.39041 -0.14704
C -3.16035 -1.97609 1.11260
C -4.29244 -1.89418 1.90414
C -5.41870 -1.23473 1.43468
S -1.67659 -2.74383 1.71169
O -2.01751 -3.44793 2.91973
O -1.11479 -3.47789 0.61658
N -0.70738 -1.46522 1.97358
C -1.11949 -0.44822 2.75662
N -0.45568 0.70415 2.49569
C -0.71109 1.76036 3.24211
C -1.66895 1.73246 4.24485
C -2.35381 0.53293 4.38535
N -2.10559 -0.54841 3.67203
H -6.33779 0.72607 -0.99723
H -7.11866 0.42214 0.42722
H -4.24284 -0.25444 -1.58897
H -2.24123 -1.44165 -0.74723
H -4.27040 -2.33915 2.89033
H -6.30862 -1.17088 2.05291
H -0.15037 2.65878 3.00789
H -1.89114 2.59586 4.85456
H -3.15149 0.44302 5.12008
N 7.63152 2.42384 -3.09758
C 6.56074 2.30481 -2.68999
C 5.22533 2.15622 -2.16906
C 4.17926 2.55599 -2.94026
C 2.80049 2.28524 -2.44025
C 2.73399 2.40406 -0.95696
C 3.85023 1.93964 -0.22990
C 5.06646 1.70243 -0.82168
H 4.33436 2.98010 -3.92264
H 2.05235 2.90470 -2.92746
H 3.75497 1.82280 0.84478
H 5.92399 1.35806 -0.26277
F 0.62627 3.76889 -0.96884
B 1.60075 3.10831 -0.29396
F 1.49891 3.23826 1.05332
*
```